[1]
DFT (ωB97M-V/def2-TZVPD) results for 16 unconnected molecules or ions with the total composition C2H36NO15 at a distorted geometry.

Results
* orbital gap: 10.53 eV
* E_tot: -34854.4754 eV
* relative energy (zero: lowest compared OMol25 entry of this formula, charge and spin): 4.250 eV

ORCA input file:
```
! wB97M-V def2-TZVPD RIJCOSX def2/J DEFGRID3
* xyz 1 1
C -2.59680 0.83489 2.30185
C -1.17291 0.28906 0.35862
N -1.89476 -0.09168 1.37421
H -3.41552 0.13724 2.74645
H -2.90414 1.57319 1.60522
H -1.90929 1.26193 3.13205
H -0.98440 1.28439 0.03483
H -0.43243 -0.52121 -0.09221
H -1.88564 -1.07530 1.50009
H -2.10380 2.71893 -0.83036
H -2.76482 1.53698 -1.42980
O -1.91981 2.03971 -1.55028
H 3.26041 -0.48166 0.82838
H 2.73315 -0.47241 -0.64487
O 2.53717 -0.16426 0.29618
H 0.78148 1.80321 2.83304
H 0.91217 3.09653 3.39187
O 0.81677 2.74059 2.57654
H -2.22473 -0.76453 -1.69087
H -3.78244 -0.75305 -1.85251
O -3.07743 -0.50913 -1.30050
H -0.25878 2.63831 -2.72087
H 1.03802 2.30757 -1.97314
O 0.62252 2.14495 -2.79462
H 2.87864 -3.15045 -0.66125
H 2.07720 -4.05275 0.24700
O 2.30601 -3.21090 0.05286
H 1.55188 0.33271 -3.73458
H 0.90994 -1.10231 -3.86740
O 1.76087 -0.62643 -3.68220
H 4.19851 -1.20765 -2.10611
H 2.73967 -1.06878 -2.40044
O 3.44475 -1.51380 -1.72835
H 0.76068 -0.42034 3.00722
H 1.57178 0.21004 4.17910
O 0.89621 0.31210 3.58400
H 1.62498 -2.17203 1.74454
H 1.16621 -0.94125 1.06163
O 0.85271 -1.51895 1.77865
H -1.66728 -0.74135 -3.88120
H -1.13235 0.41419 -2.92808
O -1.26761 -0.53310 -3.04902
H -1.85217 4.12694 0.97713
H -0.73202 3.62670 1.76557
O -1.53470 3.33452 1.34091
H 0.70869 -3.10250 -0.56353
H -0.15070 -2.59976 -1.78808
O -0.21926 -2.99068 -0.93160
H 2.32282 1.79134 0.15399
H 1.29143 2.60762 0.91582
O 1.74727 2.48094 0.06372
H -1.54550 -3.36106 0.76875
H -2.05713 -3.64029 2.14539
O -2.02554 -2.85700 1.43627
*
```

These are the Mulliken partial charges, in e, on atoms 1 to 8:
1. C -0.819
2. C -0.438
3. N 0.411
4. H 0.350
5. H 0.357
6. H 0.197
7. H 0.621
8. H -0.095

[2]
DFT (ωB97M-V/def2-TZVPD) results for a molecular structure, C2H3AgF3O3S at a distorted geometry.

Results
* orbital gap (spin up / spin down): 8.24 / 4.73 eV
* E_tot: -31243.3503 eV
* relative energy (zero: lowest compared OMol25 entry of this formula, charge and spin): 1.471 eV

ORCA input file:
```
! wB97M-V def2-TZVPD RIJCOSX def2/J DEFGRID3
* xyz 0 2
S 0.72523 1.38408 -0.04281
O -0.09358 1.78241 -1.25392
O -0.14345 1.88604 1.09386
C 0.74838 -0.51338 0.08052
F 1.47013 -0.80466 -1.01329
F 1.46740 -0.62979 1.21129
F 1.27302 -2.70506 0.29407
O 2.08843 1.87404 -0.04028
Ag -1.81069 2.15247 -0.12223
C -1.18711 -0.88602 -0.03727
H -1.44084 -0.89133 1.04328
H -2.07519 -0.79415 -0.67993
H -1.02174 -1.85465 -0.53329
*
```

These are the Mulliken partial charges, in e, on atoms 1 to 8:
1. S 1.588
2. O -0.806
3. O -0.834
4. C 0.641
5. F -0.202
6. F -0.209
7. F -0.050
8. O -0.587

[3]
DFT (ωB97M-V/def2-TZVPD) results for a molecular structure, C2H3BaFO at a distorted geometry.

Results
* orbital gap (spin up / spin down): 8.78 / 8.23 eV
* E_tot: -7571.6327 eV
* relative energy (zero: lowest compared OMol25 entry of this formula, charge and spin): 0.760 eV

ORCA input file:
```
! wB97M-V def2-TZVPD RIJCOSX def2/J DEFGRID3
* xyz 1 2
C -0.24881 0.04841 0.75645
C 0.98637 0.02538 0.11427
H -0.61631 0.98235 1.19697
F -0.54678 -1.04010 1.50099
H 1.43013 0.97578 -0.19289
H 1.53355 -0.91733 0.01760
O -1.94234 0.10988 -0.75830
Ba -0.59580 -0.18435 -2.63510
*
```

Let us look at the Mulliken charges, expressed in e, one per atom:
1. C 0.652
2. C -1.504
3. H 0.287
4. F -0.199
5. H 0.459
6. H 0.417
7. O -0.757
8. Ba 1.645

[4]
DFT (ωB97M-V/def2-TZVPD) results for a molecular structure, C2H3BeLiO2 at a distorted geometry.

Results
* orbital gap (spin up / spin down): 5.78 / 5.12 eV
* E_tot: -6820.2256 eV
* relative energy (zero: lowest compared OMol25 entry of this formula, charge and spin): 4.697 eV

ORCA input file:
```
! wB97M-V def2-TZVPD RIJCOSX def2/J DEFGRID3
* xyz 0 1
H 1.28819 0.76436 -0.94911
O -0.11569 0.99451 0.85525
C 0.48979 0.27946 -0.13319
C -0.16800 -0.83851 -0.53214
O -1.18244 -1.33981 0.20093
Li -1.66266 1.74034 0.36598
Be -0.86325 -0.31366 1.50740
H 2.21746 -0.02871 0.21746
H -0.00340 -1.25797 -1.53258
*
```

These are the Mulliken partial charges, in e, on atoms 1 to 8:
1. H 0.324
2. O -0.632
3. C -0.308
4. C 0.132
5. O -0.455
6. Li 0.662
7. Be -0.169
8. H 0.081

[5]
DFT (ωB97M-V/def2-TZVPD) results for a molecular structure, C2H3BeO2P at a distorted geometry.

Results
* orbital gap (spin up / spin down): 7.75 / 7.21 eV
* E_tot: -15881.5268 eV
* relative energy (zero: lowest compared OMol25 entry of this formula, charge and spin): 1.265 eV

ORCA input file:
```
! wB97M-V def2-TZVPD RIJCOSX def2/J DEFGRID3
* xyz 2 1
O 2.52159 -0.93929 1.08524
C 2.25395 -0.76742 -0.06456
H 2.59957 -0.40283 -1.32593
P 1.96908 0.94930 -0.07615
C -2.39296 0.19410 0.13013
O -1.31158 0.62152 0.49848
Be -0.02867 0.54211 0.06068
H -2.74008 -0.79492 0.46960
H -2.87089 0.59743 -0.77750
*
```

These are the Mulliken partial charges, in e, on atoms 1 to 8:
1. O -0.064
2. C 0.340
3. H 0.395
4. P 0.127
5. C 0.148
6. O 0.367
7. Be 0.022
8. H 0.325

[6]
DFT (ωB97M-V/def2-TZVPD) results for a molecular structure, C2H3BiO at a distorted geometry.

Results
* orbital gap (spin up / spin down): 8.14 / 6.02 eV
* E_tot: -9983.6469 eV
* relative energy (zero: lowest compared OMol25 entry of this formula, charge and spin): 1.673 eV

ORCA input file:
```
! wB97M-V def2-TZVPD RIJCOSX def2/J DEFGRID3
* xyz 2 1
H 2.08940 -0.29683 -0.30432
O -0.23207 0.11973 -0.56310
C 0.96246 0.60917 -0.66527
C 1.77914 0.76228 0.49751
H 2.64579 1.41734 0.34975
H 1.28244 0.87743 1.47518
Bi -1.36709 -0.92472 0.53261
*
```

Let us look at the Mulliken charges, expressed in e, one per atom:
1. H 0.362
2. O -0.311
3. C 0.541
4. C -0.566
5. H 0.347
6. H 0.301
7. Bi 1.327

[7]
DFT (ωB97M-V/def2-TZVPD) results for 2 unconnected molecules or ions with the total composition C2H3Br2FO at a distorted geometry.

Results
* orbital gap (spin up / spin down): 6.91 / 5.30 eV
* E_tot: -146970.0572 eV
* relative energy (zero: lowest compared OMol25 entry of this formula, charge and spin): 2.701 eV

ORCA input file:
```
! wB97M-V def2-TZVPD RIJCOSX def2/J DEFGRID3
* xyz 0 1
C 0.30342 -0.25666 -0.84157
C 0.05649 0.30105 0.44019
O 0.15291 -0.22282 1.63403
F -0.30963 1.56561 0.51396
Br 2.55710 -0.03293 -0.93209
Br -2.88929 -0.55319 -0.48664
H 0.13998 0.22654 -1.72611
H 0.26411 -1.25250 -0.97375
H -0.27510 0.22490 2.37199
*
```

These are the Mulliken partial charges, in e, on atoms 1 to 8:
1. C -0.881
2. C 0.626
3. O -0.388
4. F -0.157
5. Br -0.182
6. Br -0.411
7. H 0.500
8. H 0.489

[8]
DFT (ωB97M-V/def2-TZVPD) results for 2 unconnected molecules or ions with the total composition C2H3Br2N at a distorted geometry.

Results
* orbital gap (spin up / spin down): 6.97 / 6.97 eV
* E_tot: -143695.3267 eV
* relative energy (zero: lowest compared OMol25 entry of this formula, charge and spin): 1.716 eV

ORCA input file:
```
! wB97M-V def2-TZVPD RIJCOSX def2/J DEFGRID3
* xyz 0 1
C -0.16455 -0.24044 -0.53676
C 0.05467 0.30775 0.74011
N -0.85266 -0.55190 -1.44870
Br 2.53217 -0.15459 -1.08266
Br -2.05323 0.63815 1.53485
H 0.27944 1.33950 0.86243
H 0.37599 -0.32594 1.56852
H -0.77636 -1.12089 -2.26247
*
```

Let us look at the Mulliken charges, expressed in e, one per atom:
1. C 0.481
2. C -0.839
3. N -0.193
4. Br -0.449
5. Br -0.177
6. H 0.436
7. H 0.410
8. H 0.330

[9]
DFT (ωB97M-V/def2-TZVPD) results for 2 unconnected molecules or ions with the total composition C2H3Br2N3 at a distorted geometry.

Results
* orbital gap (spin up / spin down): 7.88 / 7.79 eV
* E_tot: -146672.3887 eV
* relative energy (zero: lowest compared OMol25 entry of this formula, charge and spin): 5.800 eV

ORCA input file:
```
! wB97M-V def2-TZVPD RIJCOSX def2/J DEFGRID3
* xyz 0 1
C -0.60919 0.48150 0.62726
C 0.57246 0.26899 -0.31557
N -1.02090 -0.85642 0.93223
N -0.24624 -1.71979 0.47117
N 0.78914 -1.09714 -0.13962
Br -2.38314 1.11302 -0.20034
Br 1.91102 1.50030 0.01980
H -0.31187 1.11466 1.35009
H -0.12462 0.79341 -2.07254
H 1.42333 -1.59854 -0.67247
*
```

These are the Mulliken partial charges, in e, on atoms 1 to 8:
1. C -0.117
2. C -0.192
3. N -0.176
4. N -0.398
5. N 0.206
6. Br -0.145
7. Br -0.087
8. H 0.494

[10]
DFT (ωB97M-V/def2-TZVPD) results for a single C2H3Br2OP molecule at a distorted geometry.

Results
* orbital gap (spin up / spin down): 7.35 / 8.05 eV
* E_tot: -153540.9177 eV
* relative energy (zero: lowest compared OMol25 entry of this formula, charge and spin): 0.000 eV

ORCA input file:
```
! wB97M-V def2-TZVPD RIJCOSX def2/J DEFGRID3
* xyz 0 3
C -0.35823 0.33819 0.37134
C 1.00720 0.16723 -0.49933
O -2.70003 -0.74020 0.53940
P -1.52796 -0.96342 -0.29632
Br 2.30699 1.48959 -0.03395
Br 1.59118 -1.69688 -0.33371
H -0.12815 -0.14699 1.33575
H -0.87793 1.28479 0.43741
H 0.68693 0.26769 -1.52058
*
```

These are the Mulliken partial charges, in e, on atoms 1 to 8:
1. C -0.724
2. C -0.230
3. O -0.382
4. P 0.258
5. Br -0.062
6. Br -0.057
7. H 0.364
8. H 0.429

Question: relative energy (zero: lowest compared OMol25 entry of this formula, charge and spin) of number 6 (C2H3BiO)?
Answer: 1.673 eV